(1)
# C53H39Br2F4GeMgN2O2P

A structure of composition C53H39Br2F4GeMgN2O2P (the ωB97M-V functional and the def2-TZVPD basis, the OMol25 dataset).

Computed properties:
Highest occupied orbital energy (Ha): -0.053
Frontier orbital gap (eV): 4.7
Max |F| (eV/A): 0.8
Energy relative to the best compared isomer or geometry (same formula, charge and spin) (kJ/mol): 43.5
Calculated total energy (hartree): -10468.865894
LUMO energy (eV): 3.2

```
! RIJCOSX wB97M-V def2-TZVPD def2/J DEFGRID3
* xyz -2 1
Br 0.7888 3.0339 0.4389
Br -0.3021 0.2764 2.9561
Ge 1.3855 -4.0486 -0.0240
P 2.0513 -0.8828 0.2495
Mg -0.7072 -1.3095 0.5087
F 4.9046 6.2193 0.2220
F 6.7165 4.2330 -0.0915
F 5.9225 1.6465 -0.1787
F 2.2769 5.6586 0.4573
O -3.9249 0.8857 -3.1111
O -2.4738 -1.9107 -0.2156
N -2.0301 0.5901 0.4063
N -2.9384 0.3728 -0.6072
C 2.8502 -1.6903 4.2190
C -2.9911 4.6058 4.1373
C 3.6301 2.2539 0.1167
C -1.6850 2.6743 3.3372
C 3.4589 -1.1412 -0.9339
C -2.5960 4.4179 1.7761
C 3.3638 -0.4958 -2.1677
C -5.3990 -2.9839 -2.9632
C 4.8136 -0.6377 3.3433
C 5.3048 -5.6725 0.5195
C -2.6913 -1.0072 -1.1873
C -2.3553 1.3996 1.3302
C -3.7025 5.7748 3.9305
C 4.5228 -2.0184 -0.7422
C 5.3332 -1.6166 -2.9743
C 1.8152 -3.9901 -2.9228
C 1.6542 -5.8180 -4.4812
C 3.2833 -4.7804 2.1728
C 2.7791 3.2939 0.2666
C 1.3504 -6.6737 -3.4294
C 4.9458 2.6024 -0.0111
C -0.8582 -7.0078 2.1503
C 0.9740 -2.2204 -0.1116
C 4.2821 -0.7307 -3.1791
C 3.0579 -4.7828 0.7958
C -4.3791 -2.6088 -2.1015
C -4.3848 -0.3936 -3.0159
C 0.1821 -6.2299 1.6517
C -0.0532 -5.1733 0.7724
C 1.5199 -4.8351 -1.8540
C -1.3783 -4.9272 0.4016
C -3.3042 5.5923 1.5713
C 2.9684 -1.1408 1.8491
C 5.5137 -5.6321 1.8912
C 1.2859 -6.1812 -2.1317
C 4.1201 -1.1711 4.4246
C 5.4051 3.9066 0.0237
C 4.2453 -0.6147 2.0788
C -5.4102 -0.7612 -3.8817
C -2.4228 -5.6994 0.8925
C -5.9126 -2.0517 -3.8546
C 4.4926 -5.1880 2.7202
C 4.4849 4.9308 0.1858
C 4.0940 -5.2501 -0.0152
C 2.2923 -1.6724 2.9471
C -3.8614 -1.3210 -2.1086
C -2.4482 3.8949 3.0632
C -2.1668 -6.7450 1.7713
C -3.8673 6.2692 2.6432
C 5.4486 -2.2586 -1.7501
C 1.8890 -4.4739 -4.2239
C -1.5338 1.6344 2.5112
C 3.1411 4.6292 0.3082
H -3.3100 1.9259 1.2983
H 1.7044 -6.1969 -5.4961
H 2.5040 -4.4357 2.8423
H 4.1798 -0.2176 -4.1291
H 1.3166 -2.1246 2.7770
H 5.8044 -0.2207 3.4870
H 4.5659 -1.1827 5.4129
H 3.9629 -5.2668 -1.0912
H -5.7904 -0.0197 -4.5728
H 6.0898 -6.0246 -0.1408
H -3.2866 1.0379 -2.3896
H 4.7926 -0.1747 1.2550
H 2.2961 -2.1245 5.0453
H -5.7814 -3.9965 -2.9454
H 6.2608 -2.9554 -1.5718
H -1.7989 -0.8467 -1.8322
H 6.0593 -1.7956 -3.7593
H 1.1614 -7.7248 -3.6210
H -0.6431 -7.8201 2.8364
H 4.6411 -5.1398 3.7931
H -4.4109 7.1910 2.4784
H 1.9835 -2.9355 -2.7242
H -1.1806 2.6398 4.2961
H 2.1239 -3.7967 -5.0375
H 4.6309 -2.5351 0.2038
H -1.6075 -4.1015 -0.2640
H -6.7047 -2.3306 -4.5396
H 6.4665 -5.9350 2.3105
H -3.8923 0.4277 -0.2513
H -3.9451 -3.3034 -1.3935
H 2.5504 0.2046 -2.3237
H -3.3912 5.9888 0.5680
H -2.9808 -7.3483 2.1580
H 1.0424 -6.8605 -1.3196
H -2.8565 4.2266 5.1436
H -4.1237 6.3059 4.7750
H 1.1982 -6.4622 1.9521
H -2.1029 3.9427 0.9378
H -3.4408 -5.4781 0.5911
*
```



(2)
# C53H41Br2ClF3IN3O8S

A cluster of 4 separate species, C53H41Br2ClF3IN3O8S in total at a distorted geometry (the ωB97M-V functional and the def2-TZVPD basis, the OMol25 dataset).

Computed properties:
Highest occupied orbital energy (Ha): -0.397
Frontier orbital gap (eV): 6.1
Max |F| (eV/A): 5.9
Calculated total energy (hartree): -9413.654597
LUMO energy (eV): -4.7

```
! RIJCOSX wB97M-V def2-TZVPD def2/J DEFGRID3
* xyz 1 1
I 0.3259 -2.7435 0.8580
Br -7.4013 1.3313 2.0135
Br -3.9430 2.2151 4.2031
Cl 0.3900 3.7999 7.0111
S 1.5208 3.1671 5.3233
F -5.1190 0.8807 0.3184
F -5.6313 3.4903 2.2962
F -3.5209 2.7835 1.4008
O -0.9843 -0.2601 -9.5790
O 3.4622 7.5521 2.2277
O 6.0686 11.4677 4.7541
O 0.0686 -6.6246 0.7710
O -2.0787 -4.3400 -6.3132
O 2.0668 1.7551 5.7101
O -2.5378 -10.5402 -1.7554
O 2.6211 4.2300 5.0883
N -2.7209 -1.4136 3.3062
N -0.2763 -2.1901 3.9508
N -0.5836 -1.1785 1.8422
C 1.5734 0.4838 1.5588
C 5.4442 10.5777 4.1883
C -1.3949 -9.8600 0.1799
C -1.2602 -1.1991 -8.8425
C -5.4354 1.0346 1.7847
C -3.3158 -0.5069 -5.1628
C -0.2341 -5.1884 -9.9776
C 5.8629 9.0145 6.0774
C -1.1826 -7.2684 -1.1087
C 4.9905 6.7609 6.0497
C -0.5558 -7.5146 0.2053
C -0.3218 -2.8245 -10.4766
C -1.3757 -1.5956 3.0993
C -4.6364 2.3654 2.3152
C 1.0190 3.0623 2.3995
C -2.4008 -8.0623 -3.0430
C 4.0360 8.4581 2.8194
C -1.6865 -5.7558 -2.9318
C 2.1588 1.8963 2.2386
C 4.8887 12.0992 2.3007
C -0.9199 -2.5818 -9.2331
C -1.9458 -0.9643 -7.5554
C 4.4439 6.9871 4.7846
C 4.8174 10.8239 2.8744
C 4.3135 12.3365 1.0513
C -2.3222 -6.7919 -3.6154
C 0.3271 3.1671 3.8806
C -2.9841 0.5652 -5.9907
C -2.9477 -1.8050 -5.5201
C 4.6051 8.2323 4.1630
C -1.9640 -9.6342 -1.1637
C -0.2944 -10.3210 2.7088
C 4.1604 9.7943 2.2019
C -0.1371 -9.0778 2.0943
C 3.6778 11.3004 0.3676
C 5.7056 7.7713 6.6919
C -0.6971 -8.8441 0.8313
C -1.8396 -8.2980 -1.7812
C 0.9925 -1.3604 3.6460
C -3.4941 -0.7211 2.1799
C -2.2558 -2.0335 -6.7158
C -5.0487 -0.3596 2.5633
C -1.0095 -11.3314 2.0666
C -2.3006 0.3398 -7.1864
C -0.8349 -4.9502 -8.7406
C 0.0155 -4.1278 -10.8481
C -1.1113 -5.9931 -1.6823
C 3.5992 10.0300 0.9400
C -1.1873 -3.6451 -8.3720
C 5.3029 9.2482 4.8144
C 0.4692 -0.2671 2.5082
C -1.8547 -3.4078 -7.0769
C -1.5561 -11.1052 0.8015
H -2.1103 -11.9005 0.3056
H 0.1382 2.9932 1.5987
H 3.0967 9.2275 0.4030
H 4.8596 5.7950 6.5328
H -3.4602 -1.4106 1.2195
H -2.9033 -8.8648 -3.5801
H 4.3637 13.3298 0.6107
H -2.8609 0.2496 1.8937
H 3.2376 11.4830 -0.6102
H 6.4183 9.8002 6.5869
H -0.5075 2.3670 4.0975
H -2.0499 1.1810 -7.8303
H -1.0311 -5.7838 -8.0683
H 2.7853 1.6708 3.2006
H 0.4183 -8.2921 2.6038
H -5.2770 -0.3644 3.7120
H -2.7624 -6.6093 -4.5933
H 2.4757 -0.2720 1.3602
H 3.8897 6.1918 4.2887
H -0.6121 -5.1807 -1.1568
H 0.1377 -10.4993 3.6911
H -3.1316 -1.7245 4.2134
H -0.1044 -3.2232 3.8939
H 2.9390 2.3051 1.4332
H 5.3879 12.9116 2.8263
H 1.1653 -0.6395 4.5809
H 0.0351 -6.2028 -10.2638
H 0.4750 -4.3146 -11.8163
H -5.7206 -1.2137 2.0692
H -3.8597 -0.3326 -4.2371
H -1.6363 -4.7625 -3.3723
H 6.1377 7.5931 7.6742
H -3.2054 -2.6366 -4.8663
H -0.1206 -2.0016 -11.1607
H 1.9658 -1.9529 3.3792
H 1.5541 4.0973 2.1777
H -0.2317 4.2219 3.9113
H -0.2190 0.4213 3.1593
H 1.1012 0.7267 0.5019
H -1.1404 -12.2973 2.5497
H -3.2629 1.5779 -5.7078
*
```



(3)
# C53H42AsIrN5O2S

A structure of composition C53H42AsIrN5O2S at a distorted geometry (the ωB97M-V functional and the def2-TZVPD basis, the OMol25 dataset).

Computed properties:
Highest occupied orbital energy (spin up / spin down) (Ha): -0.489 / -0.489
Frontier orbital gap (spin up / spin down) (eV): 7.4 / 6.4
Max |F| (eV/A): 1.4
Energy relative to the best compared isomer or geometry (same formula, charge and spin) (kJ/mol): 10.8
Calculated total energy (hartree): -5206.933167
LUMO energy (spin up / spin down) (eV): -5.9 / -6.9

```
! RIJCOSX wB97M-V def2-TZVPD def2/J DEFGRID3
* xyz 2 2
Ir 0.0311 -0.3129 0.6375
As 0.0762 1.9492 -0.6753
S 0.1013 3.3465 2.4363
O 4.1413 0.1689 1.1078
O -2.1069 -0.0454 4.1419
N 0.2526 -2.3900 0.9940
N -0.0962 -3.1243 0.0528
N 0.9269 0.2572 2.4388
N -1.5707 -0.3103 1.9839
N 2.1496 -0.3619 0.2205
C -0.6375 1.9171 -3.4916
C -2.0680 -1.3191 -3.0536
C -1.2090 -0.0369 3.1893
C -3.3885 -2.0223 1.5467
C -1.6012 2.9128 -0.5660
C 1.6454 -1.2252 -4.1945
C -3.4543 -3.1091 2.4122
C 1.7253 1.8291 -3.0338
C -2.5569 2.5480 0.3671
C 0.4097 1.8598 -2.5770
C -0.6604 -2.4869 -1.0397
C 0.5467 -4.5361 4.6388
C 2.2234 0.4711 2.4900
C 0.7098 0.6375 4.7534
C -4.0361 -3.4613 -0.2813
C -3.6892 -2.2081 0.2008
C 1.2117 -2.6895 3.2525
C 2.0744 0.9055 4.8156
C -4.1129 -4.5416 0.5917
C -0.3666 1.9613 -4.8522
C 2.9850 -0.8932 -2.2181
C 2.6280 5.3439 -0.7157
C 4.0106 -0.8900 -4.4067
C -3.8910 4.4525 -0.2362
C -3.0479 -0.6276 2.0197
C 3.1727 -0.9710 -0.7216
C -0.2608 -5.0015 3.6122
C -1.6664 -0.5602 -1.9582
C -0.3524 -4.3043 2.4179
C 4.1166 -0.7826 -3.0261
C 1.1714 3.9527 1.2012
C 1.7520 -1.1106 -2.8169
C 2.8595 0.8101 3.6665
C 4.4713 -0.3313 -0.2262
C 0.9466 1.9538 -5.3031
C 1.9196 5.0797 1.5508
C -1.0394 -3.2656 -2.1335
C -1.7856 4.0611 -1.3351
C -3.8291 -4.3602 1.9381
C 0.1807 0.3069 3.5200
C 1.2069 3.4664 -0.1245
C 1.2926 -3.3822 4.4522
C 2.8358 0.1235 1.2001
C 1.9074 4.2162 -1.0684
C -0.9028 -1.1207 -0.9458
C -1.7332 -2.6691 -3.1627
C -3.3903 -0.3199 3.4912
C 2.7759 -1.1196 -4.9938
C 2.6608 5.7593 0.6013
C 1.9926 1.8911 -4.3925
C -3.7028 3.3156 0.5355
C -2.9327 4.8232 -1.1736
C 0.3667 -3.1328 2.2487
H -4.7805 5.0564 -0.1046
H -4.4080 -5.5177 0.2261
H 5.2860 -1.0374 -0.1132
H -0.7957 -4.3222 -2.1422
H -2.3926 1.6705 0.9641
H -4.0039 0.5686 3.6038
H -3.8601 -1.1435 4.0122
H 3.2374 6.6295 0.8881
H 4.7889 0.5143 -0.8314
H 3.0182 1.8839 -4.7386
H -1.1842 2.0186 -5.5601
H -3.9024 -5.1942 2.6263
H 2.5305 1.1670 5.7612
H -0.8267 -5.9148 3.7410
H -0.9806 -4.6590 1.6129
H -1.6631 1.9644 -3.1576
H 0.6733 -1.3935 -4.6428
H -2.0445 -3.2457 -4.0239
H 1.1541 2.0018 -6.3650
H 3.1750 -2.0357 -0.4687
H 1.8819 5.4375 2.5737
H -4.4445 3.0367 1.2753
H 1.9576 -3.0325 5.2321
H 2.5487 1.7570 -2.3344
H 1.8603 -1.8476 3.0775
H 3.9293 0.9701 3.6854
H 0.6178 -5.0850 5.5684
H 0.8693 -1.2055 -2.2089
H 1.9043 3.9276 -2.1060
H -3.0750 5.7148 -1.7718
H 2.6959 -1.2156 -6.0695
H -3.6809 -1.3581 -0.4707
H -2.6606 -0.8538 -3.8340
H -3.5591 0.0745 1.3657
H 3.1585 5.8977 -1.4786
H -1.0329 4.3704 -2.0496
H 0.0727 0.6794 5.6272
H -1.9719 0.4710 -1.8942
H 5.1003 -0.6430 -2.5925
H 4.8995 -0.8082 -5.0191
H -4.2681 -3.5894 -1.3319
H -3.2135 -3.0060 3.4649
*
```



(4)
# C53H42AsIrN5O2S

A structure of composition C53H42AsIrN5O2S at a distorted geometry (the ωB97M-V functional and the def2-TZVPD basis, the OMol25 dataset).

Computed properties:
Highest occupied orbital energy (spin up / spin down) (Ha): -0.417 / -0.473
Frontier orbital gap (spin up / spin down) (eV): 5.4 / 5.0
Max |F| (eV/A): 3.8
Energy relative to the best compared isomer or geometry (same formula, charge and spin) (kJ/mol): 163.1
Calculated total energy (hartree): -5206.765960
LUMO energy (spin up / spin down) (eV): -6.0 / -7.8

```
! RIJCOSX wB97M-V def2-TZVPD def2/J DEFGRID3
* xyz 2 6
Ir -0.7149 0.9632 0.4359
As 0.0118 -2.0144 -0.2400
S -2.9799 -0.8332 0.1048
O -1.4240 5.2379 -0.8164
O -3.2693 -0.0513 3.4447
N 0.6496 1.0257 -2.1070
N -2.3987 2.2699 0.9087
N -0.4196 3.2844 -0.4635
N -1.3155 0.4262 2.4416
N -0.5658 0.9605 -1.6255
C -1.2143 -2.0441 -4.2922
C -2.5754 3.5269 0.4971
C -2.3225 -0.9676 4.0098
C -3.6123 1.2742 -4.4451
C -2.5924 -5.2921 0.5380
C -3.9519 -3.3196 0.4467
C -1.5810 1.0942 -2.5294
C 1.4727 -3.1318 4.2151
C -3.2082 1.7584 1.8438
C -1.5332 -3.1546 0.1697
C 1.7149 -4.3074 -0.8682
C 2.7873 -5.1639 -0.6855
C 1.6431 0.8980 -1.2386
C -1.4482 -4.5264 0.3416
C 1.5363 -3.2311 -0.0005
C -0.0058 -1.9312 -4.9638
C -0.9894 -0.2824 3.6960
C 0.3094 -2.4737 3.8431
C -3.8446 -4.6876 0.5771
C 2.4452 -3.0055 1.0233
C -2.7987 -2.5421 0.2569
C 3.5154 -3.8682 1.1989
C -2.6100 0.6286 2.5208
C -0.1156 5.4130 -1.3832
C -1.2414 -2.0908 -2.9076
C 3.0306 4.3672 -1.3688
C 1.9120 4.0556 -0.6024
C 2.6058 -1.0267 4.4417
C 1.3280 0.6725 0.1473
C 4.2627 4.5139 -0.7610
C 2.3822 0.4948 1.0204
C -2.2791 1.1988 -4.8429
C 3.6867 -4.9460 0.3464
C -1.2780 1.1000 -3.9091
C 0.5537 4.0121 -1.2534
C -4.3499 2.4329 2.2844
C 1.1514 -1.8613 -2.8673
C 1.4369 -0.3716 4.0992
C 2.9817 1.0188 -1.6646
C -3.9256 1.2823 -3.0913
C 2.6143 -2.4110 4.5294
C -1.4550 4.0199 -0.3033
C 0.2739 -1.0855 3.8106
C 3.9945 0.8501 -0.7574
C 3.2850 3.9835 1.3661
C -2.9282 1.2255 -2.1432
C -3.6453 4.2917 0.9347
C -0.0567 -2.0063 -2.1869
C 4.3895 4.3391 0.6085
C 2.0496 3.8441 0.7636
C 3.6994 0.5731 0.5779
C -4.5755 3.7064 1.7952
C 1.1797 -1.8403 -4.2489
H 4.5168 -5.6189 0.4888
H 3.4911 -0.4539 4.6772
H -0.2414 1.0127 -4.1942
H 0.0150 -1.8994 -6.0417
H 3.4966 -2.9196 4.8844
H -4.3959 1.3466 -5.1810
H 2.9313 4.5072 -2.4350
H 2.1194 -1.7398 -4.7715
H 0.6402 3.5168 -2.2296
H 1.4027 0.7091 4.1040
H 2.9189 -6.0110 -1.3404
H -4.9576 1.3338 -2.7760
H -2.1393 -2.0898 -4.8464
H -0.8699 0.5389 4.4251
H 3.1680 1.2232 -2.7057
H -3.7382 5.3146 0.6152
H 3.3808 3.8365 2.4297
H -2.1898 -2.1906 -2.3902
H 2.2975 -2.1599 1.6840
H -2.5238 -1.0805 5.0730
H -4.7334 -5.2846 0.7111
H -0.4830 -5.0143 0.3053
H -2.5105 -6.3628 0.6443
H 1.1808 3.5613 1.3423
H 5.3434 4.4904 1.0858
H -2.0272 1.2165 -5.8926
H -5.0014 1.9636 3.0055
H -0.5816 -3.0505 3.6475
H 1.4758 -4.2100 4.2846
H -4.9123 -2.8266 0.4812
H 1.0165 -4.4795 -1.6815
H -5.4373 4.2658 2.1201
H 5.1252 4.7732 -1.3534
H 5.0215 0.9223 -1.0788
H -3.1891 1.3077 -1.1017
H 4.4998 0.4192 1.2812
H 2.0693 -1.7523 -2.3019
H 2.1933 0.3177 2.0681
H 4.2147 -3.6991 2.0020
H -0.2210 5.7496 -2.4144
H 0.4077 6.1737 -0.7973
H -2.4489 -1.9291 3.4969
*
```